This record from OMol25 describes the ion C6H15N2 with charge +1 in a non-equilibrium geometry. The level of theory is the ωB97M-V functional and the def2-TZVPD basis.

Cartesian coordinates (Å):
C1 -0.095 1.565 2.143
N1 0.440 0.635 1.419
C2 0.513 0.488 -0.004
C3 1.905 0.309 -0.396
N2 -0.047 1.654 -0.849
C4 -0.326 -1.025 -0.508
C5 -1.761 -0.782 -0.341
C6 0.283 -1.985 0.439
H1 -0.127 1.408 3.232
H2 -0.679 2.425 1.595
H3 2.496 1.173 -0.351
H4 2.067 -0.048 -1.423
H5 2.217 -0.437 0.280
H6 0.348 2.487 -0.319
H7 -1.074 1.597 -0.968
H8 0.318 1.777 -1.766
H9 -0.038 -1.119 -1.447
H10 -1.980 -0.088 0.456
H11 -2.229 -1.725 -0.123
H12 -2.102 -0.480 -1.329
H13 -0.165 -1.841 1.406
H14 -0.144 -2.927 0.135
H15 1.286 -1.918 0.381

Calculated values
F_max = 7.3 eV/A
HOMO level = -14.256 eV
total charge = +1
electronic energy = -9436.5703 eV
SMILES = C=N[C@](C)([NH3+])C(C)C
relative energy (zero: lowest compared OMol25 entry of this formula, charge and spin) = 328.2 kJ/mol

For reference, the Mulliken charges in units of e are: -0.3469 -0.2888 0.1302 -1.7561 -0.1270 0.2648 -1.3407 -1.6076 0.3160 0.1847 0.5018 0.3613 0.4505 0.4614 0.3396 0.3458 0.6097 0.3231 0.4052 0.3815 0.3866 0.4697 0.5351